Entry 1:
{
  "formula": "C19H22N4O2S2",
  "method": "ωB97M-V/def2-TZVPD",
  "species": ["C", "H", "C", "N", "C", "C", "C", "O", "N", "C", "N", "C", "H", "H", "H", "C", "H", "H", "C", "O", "N", "H", "C", "H", "C", "H", "H", "C", "C", "C", "C", "C", "C", "C", "H", "H", "H", "H", "H", "H", "H", "H", "S", "C", "S", "H", "H", "H", "H"],
  "xyz": [[-2.871, 3.209, 1.108], [-3.839, 3.551, 1.462], [-2.973, 2.845, -0.367], [-1.734, 2.304, -0.886], [-1.524, 0.971, -1.038], [-0.324, 0.658, -1.645], [0.016, -0.694, -1.919], [1.030, -1.115, -2.450], [-0.996, -1.597, -1.502], [-2.111, -1.202, -0.836], [-2.403, 0.045, -0.617], [-3.059, -2.223, -0.308], [-2.528, -2.963, 0.288], [-3.574, -2.732, -1.122], [-3.796, -1.716, 0.306], [-0.708, -3.004, -1.748], [-1.633, -3.570, -1.829], [-0.142, -3.069, -2.679], [0.135, -3.517, -0.562], [-0.382, -4.018, 0.417], [1.444, -3.301, -0.732], [1.722, -2.750, -1.540], [2.407, -3.336, 0.347], [1.927, -3.807, 1.208], [2.857, -1.908, 0.670], [3.743, -1.941, 1.305], [3.127, -1.424, -0.272], [1.743, -1.117, 1.355], [1.861, 0.383, 1.268], [0.750, 1.155, 1.595], [0.805, 2.535, 1.555], [1.968, 3.173, 1.161], [3.077, 2.418, 0.829], [3.028, 1.034, 0.893], [3.914, 0.469, 0.649], [3.991, 2.905, 0.522], [2.004, 4.251, 1.111], [-0.061, 3.118, 1.831], [-0.167, 0.660, 1.892], [1.697, -1.403, 2.410], [0.781, -1.402, 0.917], [3.263, -3.942, 0.037], [0.593, 2.095, -1.988], [-0.706, 3.090, -1.318], [-0.687, 4.720, -1.244], [-3.732, 2.075, -0.518], [-3.215, 3.736, -0.953], [-2.149, 4.009, 1.247], [-2.570, 2.342, 1.691]],
  "nbo_charge": [-0.6170, 0.2197, -0.2232, -0.4105, 0.4069, -0.3950, 0.6406, -0.6558, -0.4003, 0.5109, -0.5162, -0.6831, 0.2681, 0.2301, 0.2500, -0.3146, 0.2339, 0.2470, 0.6670, -0.6362, -0.6138, 0.4304, -0.2222, 0.2269, -0.4086, 0.2121, 0.2078, -0.4170, -0.0275, -0.1727, -0.2284, -0.2177, -0.2004, -0.2223, 0.2099, 0.2129, 0.2215, 0.2155, 0.1991, 0.2208, 0.2022, 0.2007, 0.4761, -0.0923, -0.1295, 0.2285, 0.2317, 0.2250, 0.2087],
  "energy_ev": -51788.56725,
  "charge": 0,
  "spin_multiplicity": 1,
  "orbital_gap_ev": 8.16,
  "lumo_ev": 0.14,
  "smiles": "CCn1c(=S)sc2c(=O)n(CC(=O)NCCCc3ccccc3)c(C)nc21",
  "de_lowest_kcal_mol": 0.0
}

***

Entry 2:
{
  "formula": "C19H22N4O3",
  "method": "ωB97M-V/def2-TZVPD",
  "species": ["C", "C", "N", "C", "N", "C", "C", "H", "C", "H", "H", "H", "N", "C", "H", "C", "C", "H", "H", "C", "C", "H", "H", "C", "O", "N", "C", "C", "C", "C", "C", "C", "H", "O", "C", "O", "H", "H", "H", "H", "H", "H", "H", "H", "H", "H", "H", "H"],
  "xyz": [[-7.301, -0.414, 0.003], [-5.955, 0.223, -0.141], [-4.917, -0.590, -0.262], [-3.710, -0.029, -0.392], [-3.467, 1.285, -0.405], [-4.505, 2.098, -0.282], [-5.799, 1.605, -0.145], [-6.644, 2.266, -0.042], [-4.220, 3.566, -0.297], [-3.148, 3.732, -0.326], [-4.639, 4.040, 0.589], [-4.678, 4.024, -1.173], [-2.654, -0.857, -0.567], [-2.782, -2.283, -0.388], [-2.260, -2.784, -1.212], [-2.172, -2.709, 0.948], [-0.718, -2.248, 1.028], [-0.137, -2.768, 0.262], [-0.293, -2.504, 2.001], [-0.647, -0.730, 0.818], [-1.303, -0.360, -0.525], [-0.750, -0.804, -1.362], [-1.339, 0.722, -0.648], [0.776, -0.194, 0.929], [1.099, 0.597, 1.785], [1.620, -0.699, -0.016], [2.979, -0.442, -0.218], [3.610, -1.109, -1.265], [4.960, -0.923, -1.547], [5.651, -0.048, -0.746], [5.021, 0.622, 0.305], [3.691, 0.449, 0.594], [3.212, 0.968, 1.405], [5.930, 1.425, 0.937], [7.152, 1.243, 0.256], [6.971, 0.319, -0.796], [7.493, 2.207, -0.155], [7.911, 0.860, 0.956], [5.442, -1.441, -2.358], [3.041, -1.791, -1.880], [1.226, -1.355, -0.675], [-1.218, -0.241, 1.613], [-2.745, -2.256, 1.759], [-2.231, -3.793, 1.051], [-3.843, -2.530, -0.430], [-7.199, -1.495, -0.008], [-7.763, -0.104, 0.939], [-7.950, -0.103, -0.814]],
  "nbo_charge": [-0.6492, 0.2966, -0.5437, 0.5888, -0.5423, 0.2991, -0.3825, 0.2158, -0.6497, 0.2342, 0.2244, 0.2260, -0.4078, -0.2211, 0.1822, -0.4071, -0.3898, 0.1852, 0.2215, -0.3258, -0.2116, 0.1768, 0.2611, 0.6995, -0.6035, -0.6066, 0.1557, -0.2517, -0.2459, 0.2027, 0.3184, -0.3200, 0.2724, -0.4874, 0.2370, -0.4806, 0.1563, 0.1563, 0.2288, 0.2041, 0.3944, 0.2351, 0.2064, 0.2128, 0.2526, 0.2315, 0.2250, 0.2253],
  "energy_ev": -32163.92689,
  "charge": 0,
  "spin_multiplicity": 1,
  "orbital_gap_ev": 8.42,
  "lumo_ev": 0.68,
  "smiles": "Cc1cc(C)nc(N2CCC[C@@H](C(=O)Nc3ccc4c(c3)OCO4)C2)n1",
  "de_lowest_kcal_mol": 10.6
}

***

Entry 3:
{
  "formula": "C19H22N4O5S2",
  "method": "ωB97M-V/def2-TZVPD",
  "species": ["C", "H", "O", "C", "C", "C", "C", "C", "C", "H", "H", "H", "N", "C", "O", "C", "C", "C", "O", "N", "C", "N", "N", "C", "S", "C", "C", "H", "H", "C", "O", "C", "H", "C", "H", "O", "H", "H", "H", "H", "H", "S", "H", "H", "C", "H", "H", "H", "H", "H", "H", "H"],
  "xyz": [[1.976, -4.518, -0.764], [2.395, -4.694, -1.887], [0.910, -3.655, -0.811], [0.840, -2.504, -1.290], [-0.373, -1.929, -1.257], [-0.545, -0.522, -1.478], [0.515, 0.029, -1.993], [1.751, -0.540, -2.437], [1.827, -1.843, -1.963], [2.847, -2.446, -2.009], [2.563, 0.105, -2.771], [0.428, 1.265, -2.618], [-1.638, 0.132, -1.418], [-1.636, 1.711, -0.893], [-0.698, 2.323, -0.981], [-3.158, 2.015, -0.515], [-3.914, 0.632, -0.789], [-4.775, 0.341, 0.475], [-5.833, 0.615, 0.393], [-4.095, -0.127, 1.572], [-2.767, -0.312, 1.593], [-1.958, 0.712, 1.714], [-0.607, 0.355, 1.871], [-0.552, -0.949, 2.330], [0.986, -1.618, 2.299], [2.216, -0.347, 2.487], [2.418, -0.058, 1.091], [1.509, 0.566, 0.575], [2.824, -0.669, 0.601], [3.346, 1.339, 1.223], [2.770, 2.496, 1.898], [1.872, 3.107, 0.971], [0.908, 2.795, 1.163], [2.477, 2.792, -0.329], [2.957, 3.747, -0.696], [3.542, 2.128, -0.086], [1.760, 2.583, -1.176], [1.932, 4.190, 1.695], [4.275, 1.157, 1.585], [2.925, -0.606, 3.074], [1.769, 0.344, 3.261], [-2.160, -1.792, 2.443], [-4.781, -0.597, 2.193], [-4.761, 0.839, -1.576], [-3.078, -0.232, -1.397], [-2.858, -1.245, -0.699], [-3.125, -0.723, -2.304], [-3.002, 2.292, 0.413], [-3.338, 2.943, -1.426], [-1.350, -2.198, -0.580], [2.768, -4.005, -0.335], [1.698, -5.430, -0.443]],
  "nbo_charge": [-0.2200, 0.1521, -0.4909, 0.3504, -0.3000, 0.0854, -0.2060, -0.1832, -0.3507, 0.1979, 0.2372, 0.1809, -0.4888, 0.7841, -0.5207, -0.4610, -0.3747, 0.7384, -0.5205, -0.6809, 0.2139, -0.2791, -0.3159, -0.1529, 0.3604, -0.5288, -0.4233, 0.2623, 0.1802, 0.3748, -0.5431, -0.0873, 0.1863, -0.1304, 0.1813, -0.5206, 0.1940, 0.1866, 0.1593, 0.2253, 0.2699, 0.3297, 0.4236, 0.2608, -0.2169, 0.1730, 0.2351, 0.2412, 0.2436, 0.1929, 0.1781, 0.1969],
  "energy_ev": -57912.04427,
  "charge": 0,
  "spin_multiplicity": 1,
  "orbital_gap_ev": 7.07,
  "lumo_ev": -0.37,
  "de_lowest_kcal_mol": 417.2
}

***

Entry 4:
{
  "formula": "C19H22N6",
  "method": "ωB97M-V/def2-TZVPD",
  "species": ["N", "N", "N", "C", "C", "C", "C", "C", "C", "C", "C", "C", "C", "C", "C", "C", "N", "N", "N", "C", "C", "C", "C", "C", "C", "H", "H", "H", "H", "H", "H", "H", "H", "H", "H", "H", "H", "H", "H", "H", "H", "H", "H", "H", "H", "H", "H"],
  "xyz": [[-1.571, -0.609, -3.310], [-3.392, 0.336, -2.246], [-3.251, 1.585, -0.277], [-2.818, -0.382, -3.241], [-2.472, 2.168, 0.575], [-0.482, -2.778, 1.132], [-1.576, -1.988, 1.096], [0.677, -2.412, 1.815], [-1.627, -0.817, 1.871], [-1.103, 2.035, 0.572], [0.708, -1.193, 2.557], [-0.479, -0.424, 2.705], [-0.764, -0.022, -2.446], [-0.388, 1.361, -0.427], [-2.667, 0.967, -1.321], [-1.275, 0.760, -1.352], [-3.664, -0.778, -4.226], [0.488, -0.336, -2.861], [0.267, 1.682, 2.671], [1.122, 1.409, -0.511], [-0.451, 2.636, 1.781], [1.808, -1.026, 3.475], [-0.392, 0.759, 3.564], [1.913, 0.113, 4.496], [0.440, 0.624, 4.805], [-2.998, 2.675, 1.422], [-0.714, -3.853, 0.734], [-2.495, -2.386, 0.693], [1.455, -3.157, 1.757], [-2.537, -0.196, 1.786], [-4.480, -0.206, -4.154], [-3.256, -0.977, -5.129], [1.326, -0.395, -2.283], [0.368, -1.094, -3.570], [0.981, 1.238, 2.109], [1.548, 2.020, 0.308], [1.329, 1.853, -1.533], [1.711, 0.457, -0.245], [0.377, 3.230, 1.328], [-1.022, 3.285, 2.330], [2.068, -1.930, 3.958], [2.711, -0.971, 2.854], [-1.434, 1.035, 3.903], [2.450, -0.354, 5.315], [2.498, 0.924, 4.077], [0.580, 1.552, 5.341], [-0.111, -0.095, 5.406]],
  "nbo_charge": [-0.5796, -0.5615, -0.4286, 0.5870, 0.0866, -0.2194, -0.2375, -0.2025, -0.1915, -0.1286, -0.0499, -0.0127, 0.4802, 0.1065, 0.4007, -0.2360, -0.7886, -0.7887, -0.6328, -0.6861, -0.2238, -0.4533, -0.0927, -0.3908, -0.3887, 0.1908, 0.2128, 0.2200, 0.2124, 0.2225, 0.4039, 0.3931, 0.3973, 0.4173, 0.3610, 0.2275, 0.2497, 0.2379, 0.1921, 0.2048, 0.2199, 0.2110, 0.2170, 0.2160, 0.2049, 0.2203, 0.2002],
  "energy_ev": -28999.36375,
  "charge": 0,
  "spin_multiplicity": 1,
  "orbital_gap_ev": 8.03,
  "lumo_ev": 0.19,
  "smiles": "Cc1c(CN[C@@H]2CCCc3ccccc32)cnc2nc(N)nc(N)c12",
  "de_lowest_kcal_mol": 77.0
}

***

Entry 5:
{
  "formula": "C19H22N6O2S2",
  "method": "ωB97M-V/def2-TZVPD",
  "species": ["C", "C", "C", "C", "C", "C", "C", "H", "H", "H", "N", "C", "N", "C", "O", "C", "C", "N", "H", "H", "H", "S", "C", "C", "O", "N", "C", "N", "N", "C", "C", "H", "H", "C", "C", "H", "H", "H", "C", "H", "H", "H", "H", "S", "H", "H", "H", "H", "H", "H", "H"],
  "xyz": [[-6.312, -1.256, -0.117], [-4.946, -1.085, 0.470], [-3.824, -1.102, -0.348], [-2.564, -0.912, 0.197], [-2.395, -0.707, 1.560], [-3.513, -0.692, 2.374], [-4.774, -0.880, 1.834], [-5.640, -0.863, 2.480], [-3.401, -0.530, 3.435], [-1.403, -0.550, 1.952], [-1.419, -0.918, -0.652], [-0.894, 0.246, -1.112], [0.156, 0.351, -1.824], [0.944, -0.760, -2.121], [2.006, -0.612, -2.695], [0.416, -2.022, -1.659], [-0.730, -2.080, -0.933], [-1.302, -3.246, -0.500], [-0.705, -4.055, -0.509], [-1.942, -3.180, 0.276], [0.977, -2.916, -1.877], [-1.776, 1.704, -0.642], [-0.571, 2.934, -1.224], [0.134, 3.707, -0.144], [-0.026, 4.893, 0.015], [1.092, 3.064, 0.614], [1.419, 1.743, 0.768], [0.604, 0.764, 0.943], [1.198, -0.410, 1.120], [2.483, -0.369, 1.105], [3.359, -1.524, 1.402], [2.775, -2.436, 1.264], [3.633, -1.459, 2.461], [4.642, -1.576, 0.560], [4.341, -2.001, -0.872], [3.630, -1.334, -1.353], [5.253, -1.999, -1.464], [3.928, -3.008, -0.887], [5.640, -2.537, 1.201], [6.549, -2.586, 0.606], [5.906, -2.214, 2.206], [5.217, -3.538, 1.262], [5.085, -0.573, 0.548], [3.112, 1.244, 0.831], [1.661, 3.716, 1.145], [-1.111, 3.648, -1.845], [0.137, 2.340, -1.816], [-3.926, -1.257, -1.412], [-6.690, -0.290, -0.453], [-6.286, -1.922, -0.976], [-7.007, -1.653, 0.619]],
  "nbo_charge": [-0.6316, -0.0123, -0.1706, 0.0970, -0.2094, -0.1986, -0.1930, 0.2128, 0.2201, 0.2509, -0.4665, 0.3911, -0.5986, 0.6368, -0.6252, -0.4631, 0.4513, -0.7995, 0.4002, 0.4022, 0.2250, 0.2872, -0.6627, 0.6902, -0.5732, -0.6470, 0.2353, -0.3119, -0.2914, 0.0985, -0.4579, 0.2352, 0.2266, -0.2010, -0.6230, 0.2525, 0.2100, 0.1945, -0.5992, 0.2129, 0.2031, 0.2017, 0.1924, 0.3336, 0.4197, 0.2582, 0.3105, 0.2206, 0.2272, 0.2198, 0.2186],
  "energy_ev": -54766.96200,
  "charge": 0,
  "spin_multiplicity": 1,
  "orbital_gap_ev": 8.73,
  "lumo_ev": 0.36,
  "smiles": "Cc1cccc(-n2c(N)cc(=O)nc2SCC(=O)Nc2nnc(CC(C)C)s2)c1",
  "de_lowest_kcal_mol": 0.0
}